(1)
Molecular formula: C4H10NS2
Method: DFT, wB97M-V/def2-TZVPD

Geometry as ORCA input:
```
! wB97M-V def2-TZVPD RIJCOSX def2/J DEFGRID3
* xyz 1 1
C 1.3692 -1.2913 0.2253
C 1.5670 0.9194 -0.6444
C 3.0303 0.0391 1.1128
C -3.5936 -0.0046 -0.8675
N 1.9834 -0.1933 0.1938
S 0.5666 -2.6123 0.3555
S -3.3542 -0.2239 0.9362
H 0.5027 1.0936 -0.8640
H 1.9771 0.8943 -1.6125
H 1.6817 1.7651 -0.0650
H 2.9135 0.8860 1.6933
H 3.7697 0.4522 0.4280
H 3.2612 -0.9353 1.5185
H -2.9954 0.8737 -1.2057
H -4.6267 0.1684 -0.9559
H -3.4865 -0.8691 -1.4268
H -4.5659 -0.9620 1.1784
*
```

- E_HOMO (Eh) = -0.429
- LUMO energy (eV) = -5.683


(2)
Molecular formula: C22H28N4O2S
Method: DFT, wB97M-V/def2-TZVPD

Geometry as ORCA input:
```
! wB97M-V def2-TZVPD RIJCOSX def2/J DEFGRID3
* xyz 0 1
C 2.4806 1.6104 2.6351
C 3.0624 0.3683 1.9718
C 2.6480 -0.9277 2.6689
C 1.1986 -1.3340 2.3940
N 0.9399 -1.6180 0.9874
C 1.4519 -2.9231 0.6103
C 1.6176 -3.1086 -0.9001
C 2.4068 -1.9711 -1.5571
N 1.5503 -1.1202 -2.3536
C 1.6463 0.2121 -2.3893
O 2.4676 0.8723 -1.7889
C 0.6209 0.8633 -3.3503
N -0.6819 1.0645 -2.7459
N -0.9933 2.3322 -2.5138
C -2.1275 2.6437 -1.9852
C -3.0828 1.6578 -1.6268
C -4.3629 1.7671 -1.0287
C -4.9424 0.5549 -0.8515
S -3.9752 -0.7625 -1.3979
C -2.7409 0.3352 -1.8886
C -1.4973 -0.0301 -2.5012
O -1.1505 -1.1653 -2.8091
C -0.4764 -1.4975 0.6737
C -1.0006 -0.1078 0.9059
C -0.2676 0.9990 0.4941
C -0.7410 2.2791 0.7182
C -1.9614 2.4707 1.3449
C -2.7058 1.3743 1.7439
C -2.2254 0.0940 1.5293
H 2.8086 1.6808 3.6711
H 1.3940 1.5914 2.6180
H 2.8100 2.5028 2.1087
H 4.1525 0.4414 1.9894
H 2.7502 0.3311 0.9285
H 3.3212 -1.7288 2.3574
H 2.7637 -0.8110 3.7495
H 0.5460 -0.5120 2.6918
H 0.9419 -2.2056 3.0246
H 2.4351 -3.0374 1.0692
H 0.8070 -3.7343 1.0000
H 0.6419 -3.1919 -1.3818
H 2.1336 -4.0573 -1.0568
H 3.1882 -2.3806 -2.2088
H 2.8824 -1.3439 -0.8000
H 0.7382 -1.5468 -2.7884
H 0.9923 1.8510 -3.6247
H 0.5076 0.2314 -4.2356
H -2.3088 3.6955 -1.8345
H -4.8126 2.7018 -0.7485
H -5.9026 0.3457 -0.4221
H -0.6077 -1.7410 -0.3846
H -1.0807 -2.2198 1.2561
H 0.6868 0.8511 0.0170
H -0.1510 3.1269 0.4039
H -2.3300 3.4702 1.5241
H -3.6593 1.5147 2.2330
H -2.8066 -0.7585 1.8539
*
```

- E_HOMO (Eh) = -0.314
- SMILES = CCCCN(CCCNC(=O)Cn1ncc2ccsc2c1=O)Cc1ccccc1
- LUMO energy (eV) = 0.117


(3)
Molecular formula: C24H37N3P2STm
Method: DFT, wB97M-V/def2-TZVPD

Geometry as ORCA input:
```
! wB97M-V def2-TZVPD RIJCOSX def2/J DEFGRID3
* xyz 1 3
C -0.0787 -4.3625 2.3176
C -0.4090 -3.7349 1.1162
C -1.7782 -3.3673 0.9083
C -2.6532 -3.1807 2.0489
C -2.1615 -3.5789 3.3232
C -0.9291 -4.2113 3.4351
C -3.8493 -2.4816 1.8414
C -4.0948 -1.8686 0.6105
C -3.1739 -2.1442 -0.4789
C -3.2067 -1.3395 -1.6654
C -4.3259 -0.5455 -1.9022
C -5.2252 -0.2704 -0.8544
C -5.0902 -0.8744 0.3923
H 0.8562 -4.9190 2.4048
H -2.7581 -3.3386 4.2002
H -0.5831 -4.5847 4.3970
H -4.5690 -2.3929 2.6532
H -4.4855 -0.1204 -2.8961
H -6.0179 0.4512 -1.0355
H -5.7107 -0.5772 1.2314
N -2.2276 -3.0971 -0.3335
Tm 0.4538 1.1946 0.1096
C 0.5973 -3.3668 0.0394
H 0.0937 -3.3905 -0.9381
H 1.4524 -4.0623 0.0239
C -1.9848 -1.3557 -2.5539
H -1.4530 -2.3048 -2.3950
H -2.2541 -1.2431 -3.6159
P 1.2197 -1.5978 0.2387
P -0.7638 -0.0092 -2.1016
C -1.6406 1.4379 -2.7782
H -1.0538 2.3522 -2.6206
H -1.7917 1.2811 -3.8527
H -2.6144 1.5451 -2.2878
C 0.4704 -0.3745 -3.4053
H 0.0346 -0.1235 -4.3810
H 1.3772 0.2198 -3.2452
H 0.7303 -1.4408 -3.3834
C 1.9637 -1.7315 1.9032
H 2.7506 -2.5018 1.9045
H 2.3970 -0.7639 2.2005
H 1.1842 -2.0068 2.6264
C 2.7221 -1.7346 -0.8179
H 3.2599 -0.7744 -0.8297
H 3.3755 -2.5198 -0.4085
H 2.4321 -1.9909 -1.8462
H -1.3008 1.6655 0.6146
H -1.3765 0.8594 0.8619
C 4.7381 2.4232 -0.2821
N 3.8460 3.4535 0.2634
C 4.3829 4.4569 1.1795
C 2.5417 3.4297 -0.0213
S 2.0284 2.5264 -1.4268
N 1.6543 4.1808 0.7560
C 1.6245 5.6385 0.5409
C 0.3257 3.5370 0.9860
H 5.7717 2.6777 -0.0135
H 4.6293 2.3738 -1.3776
H 4.4960 1.4224 0.1279
H 4.4093 5.4475 0.7001
H 3.7711 4.5290 2.0859
H 5.4019 4.1751 1.4558
H 2.1151 5.9112 -0.4055
H 0.5843 5.9928 0.5216
H 2.1470 6.1700 1.3513
H -0.2168 3.2887 0.0087
H 0.4609 2.6398 1.6733
H -0.3375 4.2271 1.5032
*
```

- E_HOMO (spin up / spin down) (Eh) = -0.265 / -0.330
- LUMO energy (spin up / spin down) (eV) = -2.946 / -2.920
- expectation value of S² = 2.0366


(4)
Molecular formula: C14H17N3O2S2
Method: DFT, wB97M-V/def2-TZVPD

Geometry as ORCA input:
```
! wB97M-V def2-TZVPD RIJCOSX def2/J DEFGRID3
* xyz 0 1
C 4.3573 1.7472 -1.1796
O 3.0348 2.1442 -0.8527
C 2.3435 1.2979 -0.0769
O 2.7977 0.2509 0.3236
C 0.9716 1.7712 0.2075
C 0.3548 2.7435 -0.5772
C -0.9685 3.0661 -0.3565
C -1.6923 2.4399 0.6557
C -3.1666 2.6231 0.7475
S -3.9445 1.7045 -0.6676
C -2.9354 0.2858 -0.6064
N -2.8795 -0.5234 0.3808
N -1.9426 -1.4500 0.2907
C -1.2311 -1.3793 -0.7923
N -0.2350 -2.1985 -1.1400
C 0.3266 -3.2118 -0.2512
C 0.8950 -2.5764 1.0149
C -0.7342 -4.2578 0.0783
S -1.7287 -0.0624 -1.8674
C -1.0519 1.5186 1.4801
C 0.2660 1.1789 1.2524
H 4.9543 1.6333 -0.2724
H 4.7647 2.5341 -1.8089
H 4.3477 0.7943 -1.7133
H 0.9055 3.2098 -1.3788
H -1.4652 3.7805 -0.9968
H -3.5808 2.2178 1.6684
H -3.4828 3.6543 0.6018
H 0.3144 -1.9205 -1.9357
H 1.1361 -3.6827 -0.8190
H 0.0858 -2.1330 1.5885
H 1.3831 -3.3347 1.6204
H 1.6218 -1.8058 0.7667
H -1.5498 -3.7898 0.6212
H -0.3002 -5.0415 0.6923
H -1.1262 -4.7025 -0.8332
H -1.6041 1.0364 2.2728
H 0.7585 0.4376 1.8624
*
```

- E_HOMO (Eh) = -0.306
- SMILES = COC(=O)c1ccc(CSc2nnc(NC(C)C)s2)cc1
- LUMO energy (eV) = 0.313


(5)
Molecular formula: C2H3IN2O2
Method: DFT, wB97M-V/def2-TZVPD

Geometry as ORCA input:
```
! wB97M-V def2-TZVPD RIJCOSX def2/J DEFGRID3
* xyz 0 1
C -0.5143 0.3443 -0.8521
N -1.5894 -0.3848 -0.5958
O -2.4698 -0.2562 0.2818
I -1.4220 -2.4495 -1.5845
H -0.5690 1.3941 -0.4635
H 0.3991 0.0507 -1.3056
C 1.0896 -0.0554 1.3328
N 2.0123 0.5595 0.9764
O 3.0108 0.9224 0.4381
H 0.0527 -0.1251 1.7724
*
```

- E_HOMO (Eh) = -0.354
- SMILES = C=[N+]([O-])I.C#[N+][O-]
- LUMO energy (eV) = -1.789


Relative energy (zero: lowest compared OMol25 entry of this formula, charge and spin) values, unit eV, following the record order: 2.288, 1.128, 0.331, 2.003, 6.853.